ORCA calculation (ωB97M-V/def2-TZVPD) on a 10-piece molecular cluster, C30H70N10O10 overall at a distorted geometry.

- E_LUMO (eV) = -0.181
- SMILES = CN(C)C=O.CN(C)C=O.CN(C)C=O.CN(C)C=O.CN(C)C=O.CN(C)C=O.CN(C)C=O.CN(C)C=O.CN(C)C=O.CN(C)C=O
- E_HOMO (eV) = -9.183
- Kohn-Sham gap (eV) = 9.002
- multiplicity = 1
- energy relative to the best compared isomer or geometry (same formula, charge and spin) (kcal per mole) = 257.7

```
120
C30H70N10O10 | the Open Molecules 2025 dataset | ωB97M-V/def2-TZVPD
C 27.298 -8.925 32.717
N 28.442 -8.246 32.108
C 28.041 -7.314 31.007
C 29.737 -8.515 32.369
O 30.686 -7.988 31.890
H 27.436 -9.049 33.791
H 26.996 -9.799 32.140
H 26.437 -8.258 32.690
H 27.360 -7.866 30.360
H 27.515 -6.486 31.482
H 28.873 -6.926 30.419
H 29.748 -9.442 32.963
C 28.229 -3.302 36.481
N 26.795 -3.085 36.248
C 25.900 -4.194 35.903
C 26.303 -1.798 36.095
O 26.853 -0.712 36.329
H 28.352 -4.144 37.163
H 28.575 -2.482 37.110
H 28.703 -3.450 35.511
H 26.358 -5.183 35.931
H 25.002 -4.259 36.518
H 25.498 -4.073 34.898
H 25.277 -1.905 35.711
C 26.783 -3.104 31.595
N 26.573 -1.654 31.174
C 25.788 -0.713 32.067
C 27.195 -1.146 30.097
O 27.170 0.044 29.861
H 27.379 -3.052 32.506
H 27.359 -3.433 30.730
H 25.927 -3.775 31.665
H 24.981 -1.160 32.647
H 26.529 -0.334 32.771
H 25.188 0.100 31.658
H 27.691 -1.897 29.463
C 31.222 -8.419 36.039
N 29.889 -8.815 36.394
C 29.082 -7.694 36.953
C 29.344 -10.005 36.032
O 28.204 -10.389 36.259
H 31.232 -7.535 35.401
H 31.769 -9.281 35.658
H 31.737 -8.247 36.984
H 29.494 -7.460 37.935
H 29.216 -6.775 36.382
H 28.051 -8.007 37.119
H 30.082 -10.588 35.460
C 24.139 -10.507 30.795
N 24.347 -9.033 30.678
C 24.417 -8.619 29.232
C 24.146 -8.226 31.774
O 24.236 -6.969 31.613
H 23.715 -10.652 31.788
H 25.131 -10.959 30.766
H 23.535 -11.063 30.078
H 25.260 -9.099 28.735
H 23.493 -8.822 28.691
H 24.576 -7.543 29.161
H 23.871 -8.705 32.727
C 31.469 -11.665 30.123
N 30.430 -11.679 31.187
C 30.987 -11.851 32.545
C 29.109 -11.585 30.873
O 28.192 -11.896 31.571
H 32.116 -12.542 30.143
H 32.207 -10.864 30.178
H 31.018 -11.720 29.132
H 31.618 -10.983 32.734
H 30.381 -11.761 33.446
H 31.720 -12.646 32.686
H 28.896 -11.097 29.909
C 25.598 -11.199 27.034
N 24.402 -12.115 27.117
C 24.715 -13.521 27.095
C 23.139 -11.741 27.348
O 22.771 -10.608 27.239
H 25.309 -10.296 26.496
H 26.226 -11.761 26.342
H 26.062 -10.929 27.983
H 23.906 -13.993 26.537
H 25.589 -13.800 26.506
H 24.717 -13.812 28.146
H 22.438 -12.572 27.526
C 35.546 -8.019 35.252
N 36.312 -9.009 36.025
C 37.177 -8.234 36.871
C 36.229 -10.318 35.827
O 36.948 -11.169 36.356
H 35.040 -7.300 35.896
H 34.674 -8.331 34.677
H 36.350 -7.421 34.822
H 37.806 -8.952 37.397
H 37.869 -7.617 36.298
H 36.547 -7.665 37.555
H 35.476 -10.478 35.039
C 33.993 -2.766 32.124
N 34.266 -3.876 31.155
C 34.063 -5.166 31.763
C 34.868 -3.606 29.942
O 34.936 -2.424 29.496
H 33.019 -2.714 32.609
H 34.310 -1.779 31.788
H 34.745 -2.886 32.903
H 33.975 -5.926 30.987
H 34.753 -5.449 32.558
H 33.017 -5.124 32.067
H 35.271 -4.499 29.438
C 24.536 -13.320 35.524
N 23.595 -12.498 36.229
C 23.660 -12.513 37.725
C 22.667 -11.784 35.566
O 21.747 -11.177 36.137
H 24.292 -13.396 34.465
H 24.522 -14.391 35.725
H 25.514 -12.872 35.699
H 23.382 -13.535 37.982
H 24.661 -12.165 37.979
H 22.950 -11.925 38.308
H 22.840 -11.740 34.480
```